DFT (wB97M-V/def2-TZVPD) results for a 4-piece molecular cluster, C9H14N4O8 overall.

Calculated values
Energy relative to the best compared isomer or geometry (same formula, charge and spin) ... 107.0 kJ/mol
Highest occupied orbital energy ... -10.13 eV
Electronic energy ... -31888.0068 eV
SMILES ... O=[N+]([O-])c1ccccc1.C[N+](=O)[O-].C[N+](=O)[O-].C[N+](=O)[O-]
HOMO-LUMO gap ... 9.726 eV

Bonds (Å) are listed after each position.
Atoms and positions in Å:
1 O -2.251 0.374 -2.848  N2 1.182
2 N -2.746 -0.697 -2.916  O1 1.182, O3 1.229, C4 1.476
3 O -3.777 -0.977 -3.523  N2 1.229
4 C -1.925 -1.872 -2.564  N2 1.476, C5 1.386, C9 1.382
5 C -2.600 -3.049 -2.284  C4 1.386, C6 1.386, H10 1.080
6 C -1.898 -4.149 -1.819  C5 1.386, C7 1.411, H11 1.080
7 C -0.489 -4.087 -1.767  C6 1.411, C8 1.418, H12 1.080
8 C 0.236 -2.920 -2.120  C7 1.418, C9 1.434, H13 1.080
9 C -0.544 -1.820 -2.607  C4 1.382, C8 1.434, H14 1.080
10 H -3.679 -3.065 -2.230  C5 1.080
11 H -2.375 -4.999 -1.354  C6 1.080
12 H 0.074 -4.933 -1.402  C7 1.080
13 H 1.314 -2.931 -2.045  C8 1.080
14 H -0.151 -0.874 -2.948  C9 1.080
15 C -2.180 0.563 1.849  N16 1.520, H19 1.090, H20 1.090, H21 1.090
16 N -3.216 1.664 1.692  C15 1.520, O17 1.208, O18 1.218
17 O -4.375 1.410 1.918  N16 1.208
18 O -2.876 2.803 1.422  N16 1.218
19 H -1.954 0.738 2.901  C15 1.090
20 H -1.359 0.901 1.216  C15 1.090
21 H -2.458 -0.426 1.486  C15 1.090
22 C 0.565 5.941 -0.904  N23 1.498, H26 1.090, H27 1.090, H28 1.090
23 N 1.903 5.268 -0.956  C22 1.498, O24 1.222, O25 1.202
24 O 2.621 5.606 -0.027  N23 1.222
25 O 2.206 4.563 -1.881  N23 1.202
26 H 0.729 6.874 -1.441  C22 1.090
27 H 0.161 5.999 0.107  C22 1.090
28 H -0.128 5.299 -1.448  C22 1.090
29 C 5.052 -1.505 3.946  N30 1.478, H33 1.090, H34 1.090, H35 1.090
30 N 3.626 -1.677 3.598  C29 1.478, O31 1.224, O32 1.221
31 O 3.309 -1.249 2.496  N30 1.224
32 O 2.962 -2.382 4.342  N30 1.221
33 H 5.099 -0.574 4.511  C29 1.090
34 H 5.707 -1.466 3.075  C29 1.090
35 H 5.418 -2.352 4.526  C29 1.090